A molecular structure, C45H59Cl3GeN5PtSeSi in a non-equilibrium geometry. Source: OMol25; level of theory: ωB97M-V/def2-TZVPD.

Each line ends with the Löwdin charge.
Positions of all 116 atoms, in Å:
Pt -0.496 -0.794 1.016  0.58
C 2.149 -1.153 -3.662  -0.05
C 2.843 -0.488 -2.469  -0.36
C 3.988 0.399 -2.968  -0.04
C 3.354 -1.518 -1.483  -0.14
C 4.243 -2.467 -1.958  -0.06
C 4.766 -3.442 -1.131  -0.10
C 4.419 -3.430 0.205  -0.06
C 3.546 -2.488 0.731  -0.14
C 3.298 -2.574 2.220  -0.36
C 3.141 -1.229 2.921  -0.06
C 2.072 -3.445 2.472  -0.09
C 2.958 -1.531 -0.121  -0.20
N 1.965 -0.658 0.292  0.08
C 2.221 0.633 0.379  -0.20
C 1.185 1.622 0.402  -0.22
N -0.108 1.320 0.488  -0.03
C -1.055 2.243 0.036  -0.22
C -1.286 2.322 -1.360  -0.18
C -2.223 3.209 -1.862  -0.05
C -2.948 4.033 -1.025  -0.09
C -2.723 3.961 0.333  -0.06
C -1.790 3.093 0.885  -0.16
C -1.736 3.071 2.395  -0.35
C -0.386 2.774 3.038  -0.07
C -2.800 2.058 2.825  -0.09
C -0.499 1.477 -2.338  -0.37
C -1.371 0.923 -3.470  -0.08
C 0.639 2.318 -2.923  -0.04
C 1.818 2.929 0.365  -0.10
C 1.392 4.241 0.322  -0.01
C 2.345 5.271 0.403  -0.08
C 3.695 5.040 0.519  -0.04
C 4.175 3.709 0.533  -0.17
C 5.519 3.283 0.646  -0.03
C 5.820 1.943 0.634  -0.08
C 4.835 0.943 0.515  -0.02
C 3.512 1.320 0.432  -0.08
C 3.218 2.704 0.441  -0.08
H 1.750 -0.393 -4.332  0.06
H 1.328 -1.784 -3.331  0.07
H 2.844 -1.767 -4.232  0.07
H 2.114 0.152 -1.971  0.10
H 4.718 -0.190 -3.520  0.07
H 4.499 0.877 -2.136  0.07
H 3.606 1.176 -3.629  0.07
H 4.535 -2.447 -3.000  0.10
H 5.457 -4.177 -1.519  0.10
H 4.850 -4.167 0.872  0.11
H 4.169 -3.081 2.655  0.13
H 2.196 -0.768 2.645  0.04
H 3.949 -0.550 2.655  0.07
H 3.145 -1.372 3.999  0.08
H 1.201 -2.964 2.036  0.01
H 1.897 -3.566 3.536  0.06
H 2.185 -4.430 2.025  0.08
H -2.400 3.256 -2.927  0.11
H -3.682 4.716 -1.431  0.10
H -3.296 4.594 1.000  0.11
H -2.044 4.065 2.746  0.13
H -0.087 1.745 2.867  0.02
H -0.456 2.930 4.114  0.08
H 0.385 3.436 2.647  0.07
H -2.638 1.128 2.284  0.01
H -3.794 2.429 2.581  0.07
H -2.753 1.854 3.891  0.06
H -0.082 0.622 -1.794  0.10
H -1.583 1.684 -4.220  0.07
H -2.317 0.559 -3.069  0.03
H -0.861 0.098 -3.967  0.07
H 0.237 3.225 -3.373  0.08
H 1.178 1.769 -3.692  0.06
H 1.346 2.614 -2.151  0.07
H 0.348 4.497 0.234  0.11
H 1.991 6.294 0.383  0.10
H 4.388 5.866 0.589  0.10
H 6.305 4.020 0.752  0.10
H 6.855 1.633 0.730  0.10
H 5.144 -0.093 0.503  0.11
C -6.292 -0.490 -1.807  -0.23
Ge -6.083 -0.435 0.174  0.80
C -6.200 1.451 0.774  -0.21
C -7.496 -1.565 1.018  -0.22
C -4.281 -1.128 0.653  -0.58
Se -2.934 -0.510 -0.629  0.89
C -2.971 -2.072 -1.805  -0.36
H -7.223 -0.027 -2.122  0.01
H -6.282 -1.512 -2.177  0.01
H -5.468 0.053 -2.265  -0.01
H -7.117 1.925 0.437  0.01
H -5.355 2.007 0.376  0.00
H -6.163 1.505 1.857  0.01
H -8.483 -1.180 0.784  0.00
H -7.379 -1.578 2.097  0.01
H -7.434 -2.587 0.656  0.01
H -4.234 -2.215 0.672  0.01
H -3.984 -0.759 1.633  -0.07
H -3.875 -2.089 -2.409  0.01
H -2.918 -2.967 -1.193  0.00
H -2.097 -2.016 -2.448  0.02
N 1.528 -5.076 -1.320  0.14
C 0.509 -4.665 -0.495  -0.38
C 0.155 -3.317 -0.425  -0.09
N -0.867 -2.888 0.324  -0.09
C -1.562 -3.843 0.973  -0.22
C -1.214 -5.170 0.880  -0.13
N -0.181 -5.608 0.153  0.13
H 2.278 -4.412 -1.446  0.06
H 1.829 -6.023 -1.143  0.09
H 0.711 -2.582 -0.987  0.10
H -2.415 -3.530 1.558  0.08
H -1.768 -5.939 1.401  0.11
Cl -3.056 -1.032 4.024  0.15
Si -1.058 -1.246 3.265  -0.61
Cl -0.888 -3.276 3.958  0.16
Cl -0.057 -0.319 4.877  0.15

Computed properties:
E_tot (Eh): -8291.91795
HOMO level (alpha / beta) (eV): -3.00 / -3.00
Total charge: -1
2S+1: 1
Largest force on an atom (Eh/bohr): 0.050